# 1
Formula: C6H18O2
Source: OMol25
Level of theory: the ωB97M-V functional and the def2-TZVPD basis

Structure (XYZ):
```
26
Properties=species:S:1:pos:R:3:forces:R:3
C 1.998 -0.984 -1.252 -0.67 0.59 -1.24
C 1.418 0.452 -1.379 1.05 0.10 1.25
C 1.659 1.220 -0.023 -0.18 -0.80 -0.66
C 0.368 1.724 0.595 0.07 0.26 0.85
C -0.604 0.669 1.175 -0.25 0.06 -0.97
C -0.006 -0.032 2.368 0.00 -0.36 1.34
H 1.863 -1.322 -0.228 0.58 -0.19 0.05
H 1.483 -1.703 -1.895 -0.10 0.09 -0.07
H 3.012 -0.969 -1.655 0.23 -0.26 0.79
H 1.998 1.064 -2.071 -0.33 -0.47 -0.64
H 0.374 0.437 -1.672 -0.16 0.15 0.05
H 2.174 0.544 0.665 -0.19 -0.09 0.16
H 2.423 1.978 -0.218 -0.47 0.41 0.19
H -0.146 2.409 -0.079 -0.09 -0.13 -0.17
H 0.597 2.315 1.496 0.19 0.20 -0.33
H -1.480 1.252 1.469 -0.02 -0.14 0.20
H -1.043 -0.032 0.442 0.45 0.65 0.34
H 0.454 -1.020 2.247 0.48 0.40 -0.64
H -0.720 -0.295 3.151 -0.54 0.30 -0.13
H 0.671 0.665 2.876 0.27 -0.38 -0.08
O -1.082 -1.936 -0.824 0.12 -0.85 -0.83
H -0.455 -1.458 -0.278 0.27 -0.04 -0.06
H -0.574 -2.376 -1.528 -0.11 0.26 0.57
O -3.064 -0.261 -0.443 -0.75 1.26 -0.09
H -3.355 -0.927 0.184 0.32 -0.39 -0.57
H -2.619 -0.627 -1.216 -0.17 -0.63 0.69
```
Positions in Å, forces in eV/Å.

Output
- maximum force (eV Å⁻¹) = 1.639
- ΔE to the lowest compared entry with this formula, charge and spin (eV) = 0.676
- 2S+1 = 1
- total energy (a.u.) = -389.84680

***

# 2
Formula: C6H18O3
Source: OMol25
Level of theory: the ωB97M-V functional and the def2-TZVPD basis

Structure (XYZ):
```
27
Properties=species:S:1:pos:R:3:forces:R:3
C -1.950 1.693 -0.972 0.59 -0.10 0.02
C -0.910 2.273 -0.002 1.26 1.52 -1.29
O -1.433 2.944 1.070 -1.38 0.85 2.12
H -2.527 2.457 -1.494 0.13 0.18 0.15
H -2.676 1.035 -0.494 0.04 -0.10 0.30
H -1.407 1.093 -1.702 -0.24 0.14 -0.18
H -0.333 3.068 -0.474 -0.21 0.23 -0.94
H -0.086 1.620 0.284 -1.53 1.00 0.34
H -1.665 2.311 1.753 -0.12 0.03 0.11
C -0.006 -1.989 1.272 0.59 0.19 2.28
C 0.387 -2.783 0.062 -1.30 -0.58 -0.32
O -0.679 -2.606 -0.874 -0.30 0.23 -0.83
H 0.843 -1.899 1.949 -0.15 -0.55 0.52
H -0.893 -2.291 1.829 0.12 -1.03 -0.04
H -0.238 -0.937 1.108 0.12 -0.83 0.41
H 0.447 -3.859 0.229 0.39 0.01 0.45
H 1.278 -2.426 -0.452 -0.24 -0.63 0.55
H -1.486 -2.570 -0.355 -0.28 -0.27 -0.13
C 2.140 1.046 -0.363 0.25 0.98 -0.85
C 1.382 -0.248 -0.244 0.41 1.71 0.18
O -0.005 0.109 -0.247 1.84 -2.61 -1.79
H 1.741 1.740 -1.103 -0.44 -0.35 -0.36
H 3.144 0.872 -0.748 0.29 0.00 0.71
H 2.072 1.657 0.537 0.58 -0.32 0.27
H 1.653 -0.654 0.731 0.13 -0.15 -0.25
H 1.713 -0.950 -1.010 -0.42 0.46 -0.33
H -0.508 -0.707 -0.290 -0.13 0.00 -1.10
```
Positions in Å, forces in eV/Å.

Output
- maximum force (eV Å⁻¹) = 3.664
- ΔE to the lowest compared entry with this formula, charge and spin (eV) = 3.727
- 2S+1 = 1
- total energy (a.u.) = -464.97292

***

# 3
Formula: C6H18O4
Source: OMol25
Level of theory: the ωB97M-V functional and the def2-TZVPD basis

Structure (XYZ):
```
28
Properties=species:S:1:pos:R:3:forces:R:3
O 0.639 -0.492 -1.393 0.18 0.11 0.23
C 1.550 0.122 -0.465 -0.41 -0.22 -0.15
C 2.080 -0.979 0.414 0.21 -0.24 0.45
O 2.581 -2.052 -0.354 0.14 0.00 -0.04
H 0.411 0.138 -2.082 0.01 0.00 0.02
H 2.381 0.588 -0.998 -0.04 0.11 -0.05
H 1.016 0.852 0.151 0.13 0.14 -0.05
H 1.333 -1.333 1.136 -0.19 0.05 -0.24
H 2.897 -0.603 1.032 0.03 0.04 -0.11
H 1.934 -2.211 -1.050 -0.04 -0.04 -0.05
C 0.057 -0.407 4.082 0.10 0.10 -0.27
C 1.160 0.621 3.929 0.10 -0.34 0.18
O 2.392 -0.069 3.716 -0.12 -0.05 -0.06
H -0.892 0.104 4.247 -0.03 -0.08 0.09
H 0.268 -1.078 4.911 -0.03 0.03 0.09
H -0.036 -1.012 3.177 0.02 0.03 0.02
H 1.230 1.210 4.850 -0.05 0.17 -0.12
H 0.950 1.278 3.080 -0.05 0.13 0.04
H 3.081 0.578 3.548 0.06 0.04 0.05
C -2.085 0.100 -3.126 -0.27 -0.10 0.38
C -3.446 0.515 -3.665 0.21 0.18 -0.19
O -3.481 1.870 -4.108 0.07 -0.06 0.05
H -1.701 0.889 -2.475 0.02 0.05 -0.10
H -1.364 -0.133 -3.909 0.01 0.10 -0.07
H -2.197 -0.784 -2.493 0.09 -0.05 -0.14
H -4.187 0.453 -2.872 -0.09 -0.02 -0.01
H -3.751 -0.140 -4.488 -0.07 -0.12 0.12
H -2.819 1.974 -4.797 -0.01 0.04 -0.05
```
Positions in Å, forces in eV/Å.

Output
- maximum force (eV Å⁻¹) = 0.551
- ΔE to the lowest compared entry with this formula, charge and spin (eV) = 0.426
- 2S+1 = 1
- total energy (a.u.) = -540.31421

***

# 4
Formula: C6H18O5
Source: OMol25
Level of theory: the ωB97M-V functional and the def2-TZVPD basis

Structure (XYZ):
```
29
Properties=species:S:1:pos:R:3:forces:R:3
C 2.861 -0.054 1.626 0.32 -0.69 0.90
C 1.850 0.257 0.865 -2.14 0.40 2.12
O 1.964 0.607 -0.338 4.29 1.07 -8.54
C 0.384 0.421 1.074 -0.50 -0.47 3.64
C -0.169 0.631 2.306 -1.35 -0.37 -3.30
C -1.698 0.623 2.436 0.85 0.13 0.60
C -2.616 0.725 1.189 -1.04 -0.56 -0.04
H 3.754 -0.415 1.190 1.07 0.29 -0.37
H 2.678 -0.277 2.622 -0.15 -0.51 1.72
H 2.933 0.539 -0.820 -3.38 0.04 2.35
H -0.261 0.224 0.200 0.61 0.31 0.53
H 0.363 0.755 3.225 0.57 0.07 0.23
H -1.876 -0.277 3.047 -0.43 -0.08 -0.47
H -1.985 1.400 3.143 0.09 0.36 -0.05
H -2.212 1.376 0.325 -0.49 -1.22 1.42
H -2.939 -0.344 0.840 0.74 2.13 0.23
H -3.557 1.235 1.592 1.07 -0.73 -0.91
O -2.023 -0.586 -2.718 3.98 -4.78 2.08
H -1.691 0.193 -2.420 1.27 3.81 0.98
H -2.767 -0.505 -3.165 -5.14 0.99 -3.10
O 1.257 -1.986 -3.543 1.50 6.05 -2.15
H 0.983 -1.042 -3.192 0.91 -2.68 -1.32
H 0.834 -2.479 -2.941 -2.42 -3.34 3.49
O -0.747 2.195 -2.702 1.24 2.66 -1.31
H -0.033 2.759 -3.279 -3.04 -1.86 2.38
H -1.447 2.817 -2.329 1.72 -0.81 -0.99
O 1.881 -2.650 0.310 1.11 -1.91 1.58
H 2.765 -2.632 0.790 -1.62 0.30 -0.94
H 1.514 -3.511 0.665 0.37 1.41 -0.75
```
Positions in Å, forces in eV/Å.

Output
- maximum force (eV Å⁻¹) = 9.617
- ΔE to the lowest compared entry with this formula, charge and spin (eV) = 5.245
- 2S+1 = 1
- total energy (a.u.) = -615.45723

***

# 5
Formula: C6H18O5
Source: OMol25
Level of theory: the ωB97M-V functional and the def2-TZVPD basis

Structure (XYZ):
```
29
Properties=species:S:1:pos:R:3:forces:R:3
C -2.868 -0.644 -1.420 0.73 2.34 5.35
C -1.709 -0.658 -0.400 0.14 -0.45 0.19
C -1.159 -1.775 0.188 0.62 2.32 -1.24
C -0.176 -1.852 1.284 -2.40 0.31 -0.85
C 1.161 -1.485 1.353 2.02 1.64 -1.50
O 1.839 -0.874 0.326 -0.49 -2.37 4.44
C 2.071 -1.715 2.481 2.70 1.77 0.34
H -3.835 -0.627 -0.916 0.05 0.36 0.24
H -2.794 0.143 -2.071 0.28 1.80 -1.68
H -2.805 -1.530 -1.784 -0.01 -5.58 -3.35
H -1.296 0.314 -0.204 -0.03 0.35 0.60
H -1.421 -2.713 -0.221 -0.97 -1.29 0.26
H -0.753 -2.250 2.121 1.21 -0.50 0.43
H 1.318 -0.680 -0.437 -1.53 0.41 -2.82
H 1.988 -1.027 3.395 -0.22 -0.25 -1.61
H 3.136 -1.580 2.018 -1.85 -0.24 1.21
H 2.042 -2.643 2.986 -0.45 -1.43 -0.02
H -0.088 -0.771 -1.984 1.00 0.58 -0.34
H 0.632 0.604 -2.171 -0.24 -0.71 0.03
O 0.807 -0.357 -2.012 -0.70 0.02 0.26
H 0.005 3.841 0.744 -0.07 0.04 -1.11
H 1.232 3.571 -0.008 1.72 -0.21 -0.04
O 0.326 3.739 -0.185 -1.54 0.88 1.32
H -0.202 2.479 -1.152 1.57 3.20 2.13
H -1.206 2.443 -2.335 0.61 -0.08 0.63
O -0.676 1.930 -1.697 -2.47 -3.07 -3.20
H 0.836 1.457 0.371 -2.22 -0.01 -1.22
H 2.033 0.907 0.868 0.73 0.64 0.42
O 1.561 1.753 0.862 1.80 -0.49 1.12
```
Positions in Å, forces in eV/Å.

Output
- net charge = +1
- maximum force (eV Å⁻¹) = 6.509
- ΔE to the lowest compared entry with this formula, charge and spin (eV) = 1.605
- 2S+1 = 2
- total energy (a.u.) = -615.23326

***

# 6
Formula: C6H18O6
Source: OMol25
Level of theory: the ωB97M-V functional and the def2-TZVPD basis

Structure (XYZ):
```
30
Properties=species:S:1:pos:R:3:forces:R:3
O 2.100 -18.103 16.965 -0.16 -0.66 -1.26
C 1.512 -18.955 15.906 0.74 0.86 0.38
C 2.331 -20.257 15.639 -2.24 1.10 1.57
O 1.883 -21.235 16.575 0.36 -0.90 -0.06
H 2.555 -18.658 17.603 -0.02 -0.14 0.11
H 0.471 -19.057 16.215 0.02 -0.87 -0.21
H 1.489 -18.357 14.995 0.26 0.25 0.03
H 3.365 -19.922 15.721 0.31 -0.62 -0.15
H 2.049 -20.736 14.701 0.42 0.50 -0.24
H 2.133 -21.125 17.496 0.32 0.48 -0.10
O 6.993 -14.769 12.242 0.68 -0.61 -1.13
C 6.328 -13.539 12.371 0.60 0.16 1.72
C 4.897 -13.807 12.621 -2.08 1.90 0.00
O 4.208 -13.933 11.365 0.41 -1.10 0.39
H 6.969 -15.030 11.318 0.14 -0.19 -0.08
H 6.819 -13.122 13.250 -0.28 0.40 0.17
H 6.441 -12.812 11.567 0.13 -0.30 -0.32
H 4.376 -12.952 13.053 0.38 0.36 0.26
H 4.664 -14.613 13.317 0.45 -0.40 -0.23
H 4.483 -14.820 11.121 -0.43 -0.22 -0.78
O 5.657 -19.677 20.002 -0.60 -0.23 0.57
C 5.594 -20.215 21.339 0.16 -0.44 -0.20
C 4.435 -21.231 21.500 0.76 0.96 0.05
O 3.142 -20.667 21.460 -0.25 -0.15 -0.73
H 6.551 -19.656 19.652 0.06 -0.11 0.34
H 6.506 -20.754 21.593 0.20 -0.25 -0.24
H 5.572 -19.421 22.085 -0.47 0.31 -0.08
H 4.574 -21.794 22.423 0.18 -0.02 0.17
H 4.561 -21.929 20.672 -0.46 -0.01 -0.07
H 2.895 -20.211 22.268 0.39 -0.07 0.13
```
Positions in Å, forces in eV/Å.

Output
- maximum force (eV Å⁻¹) = 2.945
- ΔE to the lowest compared entry with this formula, charge and spin (eV) = 3.002
- 2S+1 = 1
- total energy (a.u.) = -690.74513